C36H53AsFIrN7S2Si3 as an isolated structure in a non-equilibrium geometry, computed with ωB97M-V/def2-TZVPD.

CARTESIAN COORDINATES (ANGSTROEM)
1 Ir 0.2855 -0.0854 -0.1256
2 C -5.5841 0.7966 1.2073
3 C -4.8082 -0.4911 0.9848
4 N -3.5998 -0.5424 1.8059
5 C -2.3403 -0.3278 1.3952
6 S -1.9764 -0.3462 -0.3084
7 N -1.4523 -0.0743 2.3266
8 N -0.2050 0.1875 1.8208
9 C 0.6231 0.8568 2.5951
10 C 0.4561 1.0570 4.0635
11 C 1.6637 1.5755 1.8392
12 C 2.6430 2.3589 2.4419
13 C 3.4841 3.1139 1.6463
14 C 3.3212 3.0816 0.2652
15 C 2.3353 2.2770 -0.2708
16 N 1.5317 1.5331 0.4949
17 H -6.5219 0.7717 0.6536
18 H -5.0105 1.6632 0.8758
19 H -5.8259 0.9310 2.2620
20 H -4.5136 -0.5855 -0.0596
21 H -5.4200 -1.3609 1.2271
22 H -3.7247 -0.4700 2.8066
23 H -0.5485 0.7880 4.3734
24 H 0.6478 2.0890 4.3527
25 H 1.1701 0.4234 4.5973
26 H 2.7347 2.3725 3.5176
27 H 4.2517 3.7294 2.0950
28 H 3.9451 3.6740 -0.3888
29 H 2.1644 2.2196 -1.3381
30 N 4.2304 -0.4124 -1.6949
31 C 4.7420 -0.5769 -0.4136
32 C 6.0451 -0.5866 0.0724
33 C 6.1880 -0.7572 1.4331
34 C 5.0746 -0.9118 2.2797
35 C 3.7883 -0.9041 1.7860
36 C 3.6294 -0.7367 0.4117
37 N 2.4746 -0.7173 -0.3696
38 C 2.8867 -0.4890 -1.5991
39 C 1.9234 -0.2074 -2.6518
40 C 2.0565 -0.0460 -3.9937
41 S 0.5416 0.3328 -4.6774
42 C -0.1877 0.2740 -3.1526
43 N 0.6392 -0.0324 -2.1836
44 H 4.7629 -0.2806 -2.5391
45 H 6.9020 -0.4667 -0.5759
46 H 7.1804 -0.7724 1.8615
47 H 5.2387 -1.0520 3.3392
48 H 2.9317 -1.0301 2.4311
49 H 2.9385 -0.1500 -4.6034
50 H -1.2345 0.4910 -2.9956
51 F -2.1098 3.2377 -5.3224
52 C -1.8596 3.2352 -4.0057
53 C -0.6622 3.7678 -3.5522
54 C -0.4035 3.7455 -2.1970
55 C -1.3244 3.1949 -1.2739
56 C -1.0363 3.1803 0.1053
57 C -2.5382 2.6838 -1.7903
58 C -2.8083 2.7035 -3.1442
59 H 0.0274 4.2074 -4.2600
60 H 0.5115 4.1884 -1.8216
61 H -1.7454 2.8037 0.8292
62 H -0.1469 3.6684 0.4778
63 H -3.2729 2.2857 -1.1037
64 H -3.7440 2.3367 -3.5443
65 C -3.2688 -3.6284 -0.0604
66 Si -1.7827 -3.8849 -1.1454
67 C -1.6898 -5.7071 -1.4820
68 C -1.8685 -2.9496 -2.7568
69 As 0.1574 -2.9480 -0.0343
70 Si 0.0370 -3.8641 2.2011
71 C 1.6190 -3.4517 3.0869
72 C -0.1841 -5.6999 2.0232
73 C -1.3883 -3.1510 3.1446
74 Si 1.9805 -4.1590 -1.0817
75 C 2.2838 -3.4139 -2.7687
76 C 3.5125 -4.0962 -0.0226
77 C 1.5743 -5.9552 -1.3628
78 H -4.1545 -3.9844 -0.5937
79 H -3.4233 -2.5911 0.2095
80 H -3.1847 -4.2152 0.8559
81 H -2.7016 -6.0038 -1.7738
82 H -1.4113 -6.3002 -0.6131
83 H -1.0226 -5.9604 -2.3002
84 H -2.8100 -3.1586 -3.2702
85 H -1.0572 -3.2556 -3.4215
86 H -1.8015 -1.8748 -2.5991
87 H 2.5100 -3.6559 2.4955
88 H 1.6812 -4.0412 4.0048
89 H 1.6224 -2.3981 3.3714
90 H 0.5339 -6.1521 1.3432
91 H -1.1899 -5.9511 1.6836
92 H -0.0416 -6.1588 3.0049
93 H -1.2179 -2.1088 3.4020
94 H -1.4930 -3.7211 4.0723
95 H -2.3321 -3.2139 2.6043
96 H 2.9992 -2.5962 -2.7277
97 H 1.3694 -3.0513 -3.2415
98 H 2.7109 -4.1867 -3.4121
99 H 3.6194 -3.1880 0.5654
100 H 4.3898 -4.1830 -0.6697
101 H 3.5271 -4.9468 0.6619
102 H 1.0748 -6.1107 -2.3160
103 H 0.9733 -6.4208 -0.5888
104 H 2.5315 -6.4831 -1.4011

- ⟨S²⟩ = 0.79
- lowest unoccupied orbital energy (alpha / beta) (eV) = -5.921 / -5.901
- highest occupied orbital energy (alpha / beta) (eV) = -11.59 / -12.48
- strongest force on any atom (eV/Å) = 3.56
- 2S+1 = 2
- M (g/mol) = 1018.4
- net charge = +2

---

The molecule C10H14Si in a non-equilibrium geometry, computed with ωB97M-V/def2-TZVPD.

CARTESIAN COORDINATES (ANGSTROEM)
1 C -3.4764 0.2865 -0.3728
2 C -2.9091 1.4689 -0.0261
3 C -2.8203 -0.8709 -0.0158
4 C -1.5541 1.4769 0.1179
5 C -1.4553 -0.8896 0.1732
6 C -0.8114 0.3652 0.1788
7 C -0.5719 -2.0599 0.3228
8 C 0.7972 -1.8379 -0.2638
9 C 1.6440 1.2246 -1.5568
10 C 2.0736 0.7879 1.5200
11 Si 1.1185 0.2872 0.0058
12 H -4.4997 0.1512 -0.5283
13 H -3.5190 2.4397 -0.0133
14 H -3.3492 -1.7935 -0.1303
15 H -1.1290 2.4218 0.0738
16 H -0.5872 -2.2991 1.3553
17 H -1.1140 -2.8214 -0.1695
18 H 1.5274 -2.3923 0.2241
19 H 0.7560 -2.0159 -1.3182
20 H 1.3469 2.3158 -1.4809
21 H 2.6014 1.2491 -1.9598
22 H 0.8900 0.9662 -2.3618
23 H 2.2492 -0.0709 2.1991
24 H 3.0372 1.3122 1.4060
25 H 1.3586 1.5164 2.1787

- lowest unoccupied orbital energy (eV) = 0.876
- highest occupied orbital energy (eV) = -8.71
- strongest force on any atom (eV/Å) = 3.88
- M (g/mol) = 162.3
- net charge = 0
- SMILES string = C[Si]1(C)CCc2ccccc21

---

A 8-piece molecular cluster, C5H26N2O10 overall in a non-equilibrium geometry, computed with ωB97M-V/def2-TZVPD.

CARTESIAN COORDINATES (ANGSTROEM)
1 C 0.0556 3.7718 2.6665
2 C -0.2951 5.1793 2.2650
3 O -1.6459 5.4238 2.2031
4 O -0.4278 3.3672 3.9173
5 H 1.1450 3.7912 2.6351
6 H -0.2234 3.0878 1.8650
7 H 0.0782 5.4405 1.2747
8 H 0.0969 5.8522 3.0276
9 H -1.9979 5.4198 3.0962
10 H 0.2735 3.7292 4.4639
11 C -0.2933 -0.2494 -0.7829
12 C 0.9314 -1.0926 -0.4794
13 O 1.9936 -0.5457 -1.1446
14 O -0.0806 0.9685 -0.0740
15 H -1.0615 -0.8475 -0.2928
16 H -0.4266 -0.0033 -1.8364
17 H 0.8638 -2.1257 -0.8202
18 H 1.0817 -1.0516 0.5994
19 H 2.0333 0.4127 -1.1079
20 H 0.7260 1.4618 -0.2405
21 C -2.2775 -3.6280 0.9408
22 O -3.3974 -3.2421 0.6954
23 N -1.5873 -3.9907 -0.0304
24 N -1.5843 -3.4114 2.0074
25 H -2.0975 -3.9907 -0.9020
26 H -0.6058 -4.1521 0.1447
27 H -2.0974 -2.9933 2.7702
28 H -0.6816 -3.8254 2.1916
29 O 2.3216 2.2932 0.0115
30 H 2.4338 2.8991 0.7439
31 H 2.8634 2.6591 -0.6877
32 O 2.5298 -4.7217 -1.7758
33 H 2.5732 -3.8826 -2.2342
34 H 2.7667 -5.3700 -2.4389
35 O -2.2740 -2.0183 -3.4304
36 H -1.4620 -2.4433 -3.1540
37 H -1.9868 -1.2539 -3.9299
38 O 2.8747 -2.3370 -2.9609
39 H 3.6955 -1.8827 -3.1513
40 H 2.4165 -1.7592 -2.3507
41 O -2.5792 1.4303 -1.4771
42 H -1.6543 1.5155 -1.2458
43 H -3.0171 2.1151 -0.9715

- lowest unoccupied orbital energy (eV) = -0.335
- highest occupied orbital energy (eV) = -9.31
- strongest force on any atom (eV/Å) = 7.89
- M (g/mol) = 274.3
- net charge = 0
- SMILES string = NC(N)=O.OCCO.OCCO.O.O.O.O.O

---

C19H31AsN6OPdS2Si2 as an isolated structure, computed with ωB97M-V/def2-TZVPD.

CARTESIAN COORDINATES (ANGSTROEM)
1 Pd 0.0248 1.1470 1.2937
2 N 0.0219 -3.4503 -3.5252
3 C -0.1236 -3.2975 -4.9196
4 C 0.3602 -4.2415 -5.8126
5 C 0.1891 -4.0509 -7.1773
6 C -0.4260 -2.9000 -7.6512
7 C -0.8786 -1.9412 -6.7543
8 C -0.7558 -2.1530 -5.3896
9 S -1.4099 -1.0444 -4.1827
10 N -0.2503 -1.1871 -2.9449
11 C 0.2479 -2.3388 -2.7288
12 C 1.1472 -2.5456 -1.5508
13 C 2.3123 -3.2955 -1.6745
14 C 3.1187 -3.4497 -0.5564
15 C 2.7242 -2.8659 0.6314
16 C 1.5376 -2.1390 0.6600
17 N 0.7661 -1.9775 -0.4107
18 H 0.4674 -4.2993 -3.2190
19 H 0.8573 -5.1304 -5.4402
20 H 0.5477 -4.8008 -7.8698
21 H -0.5504 -2.7468 -8.7148
22 H -1.3497 -1.0341 -7.1129
23 H 2.5994 -3.7211 -2.6278
24 H 4.0390 -4.0164 -0.6197
25 H 3.3146 -2.9613 1.5332
26 H 1.1756 -1.6721 1.5722
27 N 0.2523 1.7842 -2.3962
28 C -0.3699 1.9212 -1.2303
29 N 0.3115 2.6409 -0.2433
30 S -1.8168 1.2090 -0.8243
31 H 1.1555 2.1948 -2.5614
32 H -0.0576 1.0555 -3.0202
33 H 1.2385 3.0034 -0.4146
34 H -0.2767 3.2087 0.3625
35 C -3.3546 2.0644 5.1636
36 Si -3.1133 1.6956 3.3388
37 C -4.7787 1.3163 2.5513
38 C -2.3803 3.1992 2.4903
39 As -2.0217 -0.4471 3.3299
40 Si 1.6411 1.8058 2.7723
41 C 0.9887 2.8370 4.1997
42 C 2.6593 0.3686 3.4093
43 C 2.8244 2.9464 1.8104
44 H -4.0278 2.9174 5.2928
45 H -2.4035 2.3038 5.6448
46 H -3.7888 1.2141 5.6941
47 H -5.4632 2.1647 2.6407
48 H -5.2565 0.4535 3.0227
49 H -4.6648 1.0934 1.4871
50 H -2.9849 4.0660 2.7809
51 H -2.4234 3.0863 1.4054
52 H -1.3500 3.3808 2.7955
53 H 0.1449 2.3417 4.6812
54 H 0.6900 3.8408 3.8891
55 H 1.7857 2.9490 4.9437
56 H 2.0191 -0.3272 3.9537
57 H 3.4467 0.7225 4.0821
58 H 3.1324 -0.1688 2.5835
59 H 2.3281 3.8611 1.4676
60 H 3.2642 2.4357 0.9479
61 H 3.6502 3.2658 2.4550
62 O -0.4098 0.0025 4.0642
63 N -0.2967 -0.2938 2.6221

- lowest unoccupied orbital energy (eV) = 0.314
- highest occupied orbital energy (eV) = -7.08
- strongest force on any atom (eV/Å) = 0.65
- M (g/mol) = 661.1
- net charge = 0

---

Relative energy (zero: lowest compared OMol25 entry of this formula, charge and spin) across the listed records, respectively: 38.8, 40.6, 50.6, 40.3 kcal per mole.